No. 1
ORCA calculation (the ωB97M-V functional and the def2-TZVPD basis) on a structure of composition C31H33N4O4PdS3 in a non-equilibrium geometry.

Each line ends with the Löwdin spin population.
Element x y z (Å)
1 Pd -1.07303 0.49057 -0.48067  1.3745
2 S 1.45957 0.77573 -1.46071  0.0150
3 S -0.72736 -6.23998 -0.94087  -0.0007
4 S -1.77221 2.90701 -0.87621  0.0683
5 O -3.13439 2.49416 -0.38210  -0.0025
6 O -3.15017 -0.00884 -1.46484  0.0443
7 O 2.05274 -0.52964 -1.39266  0.0020
8 O 0.30305 0.93344 -2.35478  0.0602
9 N 3.00506 -6.92481 1.60236  0.0000
10 N 0.88041 1.29017 -0.04090  0.1461
11 N -0.87852 -1.71618 -0.52054  0.0892
12 N -0.98865 0.75000 1.81737  0.0816
13 C 3.08575 -6.66670 0.30094  0.0000
14 C -1.92435 0.72793 2.73684  0.0052
15 C 3.17172 4.27350 -2.35219  -0.0007
16 C 2.05540 0.23306 3.85327  0.0058
17 C 2.66023 1.97249 -1.95050  0.0016
18 C -1.28581 5.49138 -1.48409  0.0036
19 C -1.02899 3.97360 0.40134  0.0006
20 C 1.97448 -6.45729 -0.50555  -0.0001
21 C 4.89292 2.58915 -2.51811  -0.0005
22 C -0.66657 -3.65195 -1.88323  0.0045
23 C 1.33385 0.82505 1.19123  0.0092
24 C 2.24639 3.29701 -2.03444  0.0054
25 C 1.79620 -6.99521 2.14911  0.0000
26 C -0.34252 0.40986 4.49625  -0.0025
27 C -1.37894 5.41102 0.03955  0.0005
28 C -4.08598 -1.02349 -1.05716  0.0017
29 C 2.64641 0.59917 1.53753  0.0086
30 C 3.97088 1.60302 -2.19458  0.0046
31 C -1.01508 -2.49565 0.55394  0.0051
32 C 4.49620 3.91620 -2.58562  0.0056
33 C -2.07554 4.30780 -2.02237  0.0291
34 C -0.80233 -4.46905 -0.76826  -0.0034
35 C 2.99675 0.28968 2.86430  0.0007
36 C -1.63991 0.58797 4.10599  0.0026
37 C -5.48922 -0.46177 -0.95745  0.0014
38 C -0.71516 -2.27984 -1.71689  0.0072
39 C 0.32525 0.66654 2.19163  0.0088
40 C -1.00049 -3.87303 0.47382  0.0036
41 C 0.61898 -6.80533 1.43596  0.0000
42 C 0.72142 -6.52016 0.08474  -0.0002
43 C 0.69402 0.43239 3.53556  0.0027
44 H 0.04440 3.77739 0.38022  0.0002
45 H -1.79029 4.00767 -3.02963  0.0004
46 H -5.51766 0.37309 -0.25338  0.0000
47 H 4.03930 0.12297 3.10178  0.0000
48 H -0.60487 -1.60686 -2.55789  0.0017
49 H -3.77035 -1.45295 -0.10182  0.0002
50 H -5.82514 -0.10720 -1.93201  0.0000
51 H -0.24053 5.41418 -1.79317  0.0001
52 H -4.03774 -1.80745 -1.81274  0.0001
53 H -1.14649 -4.47070 1.36158  0.0006
54 H 4.25128 0.55900 -2.13168  0.0002
55 H 2.87455 5.31206 -2.41888  -0.0001
56 H 5.92217 2.32247 -2.71642  -0.0001
57 H 2.07932 -6.24788 -1.56101  0.0000
58 H -1.67688 6.43213 -1.87020  0.0013
59 H -3.47982 0.85478 -1.14212  -0.0006
60 H -1.14172 -1.99612 1.50713  0.0007
61 H -2.39476 5.63861 0.36750  0.0000
62 H -3.15537 4.44545 -1.96363  0.0023
63 H -6.17892 -1.22969 -0.60856  0.0003
64 H -2.44957 0.60189 4.82180  0.0005
65 H 1.76376 -7.22028 3.20949  0.0000
66 H 3.41384 0.69151 0.78016  0.0003
67 H 1.20515 3.53384 -1.85842  0.0005
68 H -0.70126 6.11649 0.51883  0.0001
69 H 5.22319 4.68198 -2.82313  0.0003
70 H -0.51336 -4.08268 -2.86250  0.0006
71 H -0.09243 0.25263 5.53851  -0.0001
72 H -2.94894 0.81484 2.39323  0.0010
73 H -0.34206 -6.89347 1.92400  0.0000
74 H -1.44214 3.63021 1.34802  0.0002
75 H 2.33690 0.02874 4.87839  0.0005
76 H 4.08397 -6.62558 -0.12045  0.0000

Forces on the atoms, in the same order (eV/Å):
-0.2 -0.4 0.2
0.5 0.1 0.2
0.1 0.0 0.1
-0.6 0.7 0.6
-0.3 0.0 0.0
0.1 0.2 0.3
0.3 0.1 -0.1
0.2 -0.1 -0.1
0.1 0.0 0.1
-0.3 -0.4 -0.6
0.0 0.4 0.2
0.0 0.0 -0.4
-0.1 0.0 0.0
-0.1 -0.1 -0.1
0.0 0.0 0.0
0.1 0.0 0.0
-0.1 0.0 0.1
0.0 0.0 0.1
0.0 0.0 -0.2
0.0 0.0 0.1
0.0 0.1 0.0
-0.1 -0.1 0.0
0.2 -0.1 0.2
0.0 0.0 0.0
0.0 0.0 0.0
0.0 0.0 0.0
0.0 0.0 -0.1
0.0 -0.1 0.0
-0.2 0.1 -0.2
0.0 -0.2 0.0
0.0 -0.1 0.1
0.0 0.0 0.0
0.4 -0.2 -0.2
0.0 0.0 0.0
0.0 0.0 0.1
0.0 0.0 0.1
0.1 0.0 -0.1
0.0 0.0 -0.1
0.1 0.0 0.1
0.0 0.1 -0.1
0.0 -0.1 0.0
-0.2 0.1 -0.2
-0.1 0.0 -0.2
0.0 0.0 0.0
-0.1 0.0 0.0
0.0 0.0 0.0
0.0 0.0 0.0
0.0 0.0 0.0
0.0 0.0 0.0
0.0 0.0 0.0
0.0 0.0 0.0
0.0 0.0 0.0
0.1 0.0 0.0
0.0 0.0 0.0
0.0 0.0 0.0
0.0 0.0 0.0
0.0 0.0 0.0
0.0 0.0 0.0
-0.1 0.1 -0.1
0.0 0.0 0.0
0.0 0.0 0.0
0.0 -0.1 0.1
0.0 0.0 0.0
0.0 0.0 0.0
0.0 0.0 0.0
0.0 0.0 0.0
0.0 0.1 0.0
0.0 0.0 0.1
0.0 0.0 0.0
0.0 0.0 0.0
0.0 0.0 0.0
0.0 0.0 0.0
0.0 0.0 0.0
0.0 -0.1 0.0
0.0 0.0 0.0
0.0 0.0 0.0

- total charge = +1
- total energy (hartree) = -3043.2792
- gap between HOMO and LUMO (alpha / beta) (eV) = 7.93 / 6.93
- relative energy (zero: lowest compared OMol25 entry of this formula, charge and spin) (kJ/mol) = 5.8
- molar mass (g/mol) = 728.25
- LUMO energy (alpha / beta) (eV) = -2.720 / -3.853
- 2S+1 = 3

***

No. 2
ORCA calculation (the ωB97M-V functional and the def2-TZVPD basis) on a structure of composition C31H34B2N8O5Ti in a non-equilibrium geometry.

Each line ends with the Löwdin spin population.
Element x y z (Å)
1 Ti -0.65218 0.66410 1.14246  0.9052
2 O -2.01964 3.18063 -0.18172  -0.0004
3 O 2.76418 -3.51766 -2.92438  0.0001
4 O 0.82572 -0.00694 0.24111  0.0522
5 O -1.15279 1.88319 -1.88527  0.0041
6 O -1.51079 1.92165 2.62443  0.0413
7 N -1.42832 -0.87318 3.79825  0.0115
8 N 2.53086 -5.40688 -4.25102  0.0000
9 N 0.42870 2.44131 1.00321  0.1368
10 N -0.00007 3.42291 1.81707  -0.0565
11 N -2.17610 -0.64318 0.93013  0.0151
12 N 2.07390 -5.51220 -1.96627  0.0000
13 N -2.61579 -1.73076 1.75631  0.0099
14 N -0.39094 -0.49577 2.98692  0.0199
15 C -1.38549 5.51283 3.52885  0.0286
16 C -1.56061 4.09395 3.55651  0.0152
17 C -1.09096 -0.59024 5.10428  0.0036
18 C 2.36477 -0.42386 -1.54206  0.0096
19 C 0.24976 -0.23432 5.12110  0.0052
20 C 1.32656 2.83847 0.04897  0.2526
21 C -2.87870 -2.32102 -0.38866  0.0010
22 C -2.37983 -1.00868 -0.34078  0.0055
23 C 2.51374 -4.76660 -3.04866  0.0001
24 C -1.68600 3.06441 -2.42610  0.0031
25 C 0.66462 -0.26453 3.78025  0.0153
26 C -1.60525 3.52000 -3.73929  0.0012
27 C -2.04695 3.92426 -1.36748  -0.0010
28 C -2.67593 5.82004 5.53091  0.0471
29 C 2.52604 -6.89728 -1.81853  0.0000
30 C 1.95887 -4.74066 -0.73059  0.0001
31 C -1.77839 4.90123 -3.96523  0.0013
32 C 3.09033 -4.77417 -5.42687  0.0000
33 C 3.52124 -0.07353 -2.21849  0.1053
34 C 4.09970 1.14996 -1.83222  -0.0005
35 C 2.06892 1.82325 -0.60470  0.0239
36 C -2.41018 5.22679 -1.61214  0.0012
37 C -1.83584 6.31739 4.51725  0.0036
38 C 1.73455 -6.58363 -4.45775  0.0000
39 C 3.36455 2.10862 -1.20924  0.0677
40 C 1.73560 0.41895 -0.62559  0.0757
41 C -0.99349 3.08267 2.61693  0.0945
42 C -2.87681 4.40825 5.53569  0.0006
43 C -2.33444 3.58704 4.59767  0.0252
44 C -2.14490 5.74635 -2.86474  0.0000
45 C -3.13460 -2.66394 0.94089  0.0006
46 B -1.36408 1.93745 -0.44542  0.0310
47 B -2.59419 -1.69548 3.30399  0.0020
48 H 1.57388 -3.77203 -0.99100  0.0001
49 H -2.06734 -0.31719 -1.08907  0.0017
50 H 3.08827 -5.59317 -6.21703  0.0000
51 H 3.58480 -6.94668 -2.10978  0.0000
52 H 1.91348 -7.59555 -2.43139  0.0000
53 H 0.90622 -6.61580 -3.75939  0.0000
54 H -1.42676 7.36091 4.57128  -0.0007
55 H -3.58588 -1.17221 3.66847  0.0002
56 H -2.68420 5.84748 -0.76620  0.0001
57 H 4.10889 -4.45420 -5.25739  0.0000
58 H -3.64647 -3.52605 1.32521  0.0006
59 H -3.01623 6.47000 6.33259  0.0043
60 H 1.39688 3.86886 -0.29343  0.0180
61 H 0.90882 0.07207 5.96880  0.0006
62 H 1.63434 -0.14875 3.24841  0.0025
63 H -3.53540 3.92432 6.23546  -0.0011
64 H -1.57411 5.35010 -4.94808  0.0001
65 H 2.51550 -3.84103 -5.61979  0.0000
66 H 5.15166 1.46486 -2.06796  -0.0021
67 H 1.30431 -5.20010 0.02253  0.0000
68 H 2.92694 -4.52174 -0.31566  0.0000
69 H -1.28786 2.85424 -4.51221  0.0001
70 H -3.00594 -2.77208 -1.35818  0.0000
71 H 3.93357 -0.76722 -2.94838  0.0091
72 H -2.48753 2.49868 4.70290  0.0023
73 H 3.88503 3.07610 -1.04739  0.0047
74 H 2.37174 -7.05541 -0.75142  0.0000
75 H -1.74785 -0.73090 5.96845  0.0005
76 H -2.21198 6.82853 -2.99812  0.0000
77 H -2.60749 -2.87252 3.62294  0.0009
78 H 2.25435 -7.55940 -4.36757  0.0000
79 H 1.26616 -6.46737 -5.42019  0.0000
80 H 1.94263 -1.43293 -1.70811  -0.0019
81 H -0.90178 5.97500 2.70068  0.0014

Forces on the atoms, in the same order (eV/Å):
0.4 1.9 1.5
-0.2 1.5 -1.5
-0.2 -3.7 -0.9
0.8 -1.6 -1.1
-1.4 1.1 -0.7
-0.4 -1.8 -0.5
1.7 1.7 1.2
0.6 -0.7 0.6
0.4 1.1 0.2
-0.3 1.7 0.7
-2.2 -2.8 0.8
0.0 0.0 -0.3
0.2 1.7 -2.6
0.6 -2.6 1.6
0.4 -2.0 -1.0
0.4 0.3 -0.4
0.3 -0.6 -0.9
-0.7 -1.0 -0.1
1.2 0.4 0.7
-0.5 -1.4 0.6
-0.3 1.2 -0.4
0.1 -1.2 1.7
-0.1 3.8 0.8
1.6 -0.1 0.9
-0.3 0.5 -1.0
0.1 0.6 0.8
-0.5 -2.5 0.2
0.8 -1.2 -0.1
-0.5 0.6 0.0
-0.3 0.2 -0.1
-0.4 0.6 1.3
-0.5 -0.3 -0.3
0.3 0.2 0.6
1.5 0.2 -1.7
1.8 -0.1 -1.1
0.6 0.1 1.1
-0.4 1.5 1.7
-0.5 -0.3 -0.1
-1.0 0.7 1.3
-0.2 1.1 0.6
0.9 1.7 -0.7
-0.8 1.9 0.6
0.3 -1.1 -0.3
0.1 -0.4 -1.9
1.0 0.2 -0.4
-0.7 0.5 -1.3
-0.9 -0.2 -0.6
-0.4 0.3 0.0
0.0 0.1 -0.6
-0.1 1.6 0.6
-0.1 -0.4 0.2
0.6 0.3 0.9
-0.1 0.2 0.2
-0.9 -0.8 -0.2
-0.8 0.3 0.5
0.0 0.1 -0.1
0.3 0.0 0.1
0.2 -0.2 0.2
-0.1 -0.2 -0.1
0.2 0.1 0.6
-1.0 -0.4 -0.7
-0.8 0.4 0.8
-0.1 0.2 0.6
-0.2 -0.3 0.5
0.2 -0.7 -0.6
-1.0 -0.6 -0.3
0.2 -0.2 -0.4
0.6 -0.1 0.4
0.2 -0.3 -0.4
-0.5 -0.7 0.3
0.2 0.1 0.3
0.1 0.7 -0.4
-0.7 -0.5 0.1
0.4 -0.7 -0.2
0.1 -0.1 -0.7
-0.1 -0.3 -0.2
0.3 0.0 0.3
0.0 0.5 -0.4
-0.1 -0.3 -0.6
0.2 0.7 0.2
0.7 -0.1 -0.5

- total charge = -2
- total energy (hartree) = -2915.1968
- gap between HOMO and LUMO (alpha / beta) (eV) = 2.21 / 4.03
- relative energy (zero: lowest compared OMol25 entry of this formula, charge and spin) (kJ/mol) = 0.0
- molar mass (g/mol) = 668.15
- LUMO energy (alpha / beta) (eV) = 3.448 / 3.448
- 2S+1 = 3

***

No. 3
ORCA calculation (the ωB97M-V functional and the def2-TZVPD basis) on a structure of composition C31H34BN4OS5Sr in a non-equilibrium geometry.

Each line ends with the Mulliken charge.
Element x y z (Å)
1 Sr 0.34130 -0.96250 -0.00143  1.4145
2 S 0.89167 -3.37051 -0.35567  0.4086
3 S -2.19792 2.11436 -0.83953  -0.1961
4 S -1.34592 -4.23222 -2.63488  -0.0292
5 S 3.63415 0.42838 0.75171  -0.3331
6 S 0.02957 -1.24277 -2.50005  0.4661
7 O 2.19611 0.04241 0.84912  -0.1982
8 N -2.25573 0.71790 0.06113  -0.0906
9 N -2.08079 -1.65005 1.43175  0.5330
10 N -0.22052 0.25207 1.97587  -1.0588
11 N -4.54155 0.26965 -0.34378  -0.1338
12 C -0.53020 0.27962 3.10908  -0.1380
13 C 5.17927 1.93670 2.43380  -0.5449
14 C 3.88013 1.57994 2.11988  0.8719
15 C 5.40929 2.72146 3.54931  -0.6200
16 C -4.40490 -1.43830 1.97432  -0.9320
17 C 3.70292 1.70470 -0.53099  0.7400
18 C -1.97586 -2.58056 2.37545  -0.3499
19 C -3.05833 -3.03514 3.12227  -0.8849
20 C 3.03877 2.81091 3.96555  -0.7100
21 C 4.33775 3.14593 4.31904  -0.5450
22 C 2.79110 2.01379 2.85689  0.0188
23 C -5.59228 3.76101 -2.38626  -0.6328
24 C -4.29948 -2.45381 2.90957  -0.5699
25 C 2.70084 3.46297 -1.78352  -0.7998
26 C 4.88871 1.83917 -1.23686  -0.5083
27 C 3.88688 3.61673 -2.48795  -0.5061
28 C -3.91229 2.39407 -1.34728  0.6324
29 C 0.49777 -2.39984 -3.78580  -0.6792
30 C -4.27122 3.55379 -2.00470  -0.6246
31 C -0.50152 -3.50740 -4.08493  -0.9345
32 C 1.17261 -4.71855 -1.50663  -0.6508
33 C -0.09833 -5.39300 -1.99144  -0.8456
34 C 4.98115 2.80779 -2.22225  -0.6130
35 C -6.19106 1.64587 -1.42949  -0.6590
36 C -3.33240 0.03549 0.24970  0.5606
37 C 2.10037 -2.16525 -0.90129  -1.4800
38 C -4.87750 1.43487 -1.04903  0.2426
39 C -6.55024 2.80982 -2.09893  -0.6408
40 C -3.27129 -1.07016 1.23843  0.3235
41 C 2.59698 2.50125 -0.78905  -0.3239
42 C 1.65252 -1.04856 -1.78083  -1.6590
43 B -0.98054 0.18857 4.56178  0.5331
44 H 5.73377 1.19771 -1.02369  0.4484
45 H -6.93602 0.89983 -1.19942  0.3757
46 H 2.90581 -2.71701 -1.40142  0.5765
47 H -0.60040 -5.90191 -1.16589  0.3869
48 H 1.47194 -2.80503 -3.47832  0.1619
49 H -1.31456 -3.11664 -4.69842  0.4329
50 H -0.92632 1.23352 5.10901  -0.1761
51 H -2.09910 -0.21463 4.51241  -0.1692
52 H -5.86313 4.67056 -2.89653  0.3885
53 H 1.85821 4.10242 -2.00416  0.4615
54 H 5.89861 2.93159 -2.77849  0.4220
55 H 2.38962 -0.88522 -2.57190  0.6236
56 H -0.00004 -4.30472 -4.63397  0.4163
57 H -0.96892 -2.95605 2.53132  0.4448
58 H 1.80719 -5.46471 -1.00776  0.5251
59 H 2.20790 3.15794 4.55852  0.4810
60 H -3.51214 4.28859 -2.21456  0.4014
61 H 1.63823 -0.14854 -1.20956  1.1163
62 H 0.67261 -1.83024 -4.71026  0.5633
63 H -5.16300 -2.77010 3.47595  0.4565
64 H 1.67087 2.35779 -0.22128  0.5420
65 H -5.30852 -0.35482 -0.14317  0.1899
66 H 1.74990 -4.31250 -2.34754  0.1986
67 H 2.54414 -1.74349 -0.01747  0.7090
68 H 5.99915 1.59955 1.81604  0.3837
69 H -2.93792 -3.81899 3.85284  0.4266
70 H -5.35086 -0.93148 1.85504  0.4838
71 H -0.24615 -0.60436 5.05346  -0.1625
72 H 0.14506 -6.12411 -2.76368  0.4552
73 H 4.52409 3.72932 5.20785  0.4027
74 H 6.42252 2.98626 3.81382  0.4047
75 H -7.57671 2.96234 -2.38675  0.3969
76 H 1.77899 1.71119 2.57600  -0.0351
77 H 3.96519 4.37528 -3.25007  0.4143

Forces on the atoms, in the same order (eV/Å):
-7.6 3.1 7.6
0.6 -2.6 0.1
-0.5 0.5 -0.7
0.0 -0.2 -0.3
1.1 1.9 0.2
-0.6 0.4 -2.6
0.2 0.2 0.3
-0.5 -0.9 0.1
-0.2 -0.2 -0.5
-0.2 0.6 2.7
-0.2 -0.3 0.2
0.8 0.2 -2.7
0.1 -0.1 0.0
0.0 -0.5 0.1
0.0 0.0 -0.1
0.4 0.1 -0.2
0.1 -0.6 0.0
-0.2 0.1 0.0
0.0 0.1 -0.1
0.0 0.0 0.0
0.0 0.0 0.0
-0.3 -0.2 -0.2
0.1 0.1 0.0
0.4 0.0 -0.1
-0.1 0.0 0.1
0.0 -0.1 0.0
0.1 0.0 0.0
0.5 -0.3 0.2
0.6 -0.2 -0.7
0.0 -0.2 0.1
-0.4 -0.2 0.6
0.6 -0.7 -0.3
-0.4 0.6 -0.1
-0.1 0.1 0.0
0.1 0.1 0.0
0.7 0.5 -0.2
2.7 -2.7 -0.7
0.0 0.4 -0.1
0.1 -0.1 0.0
-0.3 -0.5 0.4
-0.2 -0.2 0.1
1.8 0.7 -3.9
-0.1 -0.1 0.4
0.0 -0.1 0.0
-0.1 -0.1 0.1
-0.2 0.1 0.3
0.0 -0.1 -0.1
-0.4 0.1 -0.2
0.1 -0.1 0.0
0.1 0.6 0.2
-0.6 -0.3 0.0
0.0 0.1 -0.1
-0.1 0.0 0.0
0.0 0.0 0.0
-0.2 0.1 0.1
-0.1 0.1 -0.1
-0.1 -0.2 0.1
-0.1 0.2 -0.1
-0.1 0.0 0.1
0.1 0.2 -0.1
1.3 1.3 -1.0
0.0 -0.1 0.3
0.0 0.0 0.0
0.3 0.1 -0.1
0.2 0.1 0.0
-0.2 -0.2 0.3
0.5 -0.1 0.3
0.2 -0.1 0.0
0.1 0.0 0.1
0.0 0.1 -0.1
0.3 -0.5 0.4
0.0 -0.1 0.1
0.0 0.1 0.1
0.0 0.0 0.0
-0.1 0.0 0.0
0.3 0.0 0.2
0.0 0.1 -0.1

- total charge = +1
- total energy (hartree) = -3542.1554
- gap between HOMO and LUMO (eV) = 6.91
- relative energy (zero: lowest compared OMol25 entry of this formula, charge and spin) (kJ/mol) = 589.1
- molar mass (g/mol) = 737.41
- LUMO energy (eV) = -2.519
- 2S+1 = 1